The following is a quantum chemistry calculation of the molecule C3H4FNO, from the Open Molecules 2025 dataset.

Kohn-Sham gap, eV: 10.15
HOMO level, eV: -9.5
Molecular weight, g/mol: 89.07
Energy relative to the best compared isomer or geometry (same formula, charge and spin), eV: 3.392
Multiplicity: 1
DFT total energy, eV: -9427.2248

Last column: natural (NBO) charge in e.
Positions of all 10 atoms, in Å:
C -0.520 -0.287 0.153  -0.002
C 0.754 0.523 -0.097  -0.314
C 2.021 0.206 -0.034  0.230
H -3.316 -0.069 -0.127  0.485
H -0.260 -1.315 0.419  0.178
H 0.488 1.658 0.101  0.235
H 2.725 1.046 -0.167  0.191
N -1.708 0.129 -0.040  -0.145
O -2.696 -0.764 -0.126  -0.509
F 2.512 -1.127 -0.083  -0.349

The following is a quantum chemistry calculation of a structure of composition C23H23Cl2O2PRhSSe4, from the Open Molecules 2025 dataset.

Kohn-Sham gap, eV: 5.78
HOMO level, eV: -3.5
Molecular weight, g/mol: 884.13
Charge: -1
Energy relative to the best compared isomer or geometry (same formula, charge and spin), eV: 1.590
Multiplicity: 1
DFT total energy, eV: -337885.4098

Last column: natural (NBO) charge in e.
Positions of all 57 atoms, in Å:
Rh -3.271 1.237 0.464  0.162
Se -2.908 3.290 2.628  -0.525
P -1.588 1.918 1.663  1.048
Se -3.865 -0.778 1.448  -0.720
C -0.294 2.649 0.617  -0.421
C -0.138 4.026 0.509  -0.189
C 0.770 4.550 -0.402  -0.228
C 1.521 3.705 -1.208  -0.225
C 1.369 2.329 -1.101  -0.160
C 0.464 1.803 -0.193  -0.215
C -0.693 0.888 2.871  -0.411
C 0.693 0.805 2.906  -0.205
C 1.323 0.012 3.859  -0.222
C 0.570 -0.683 4.792  -0.210
C -0.816 -0.577 4.777  -0.237
C -1.446 0.201 3.823  -0.093
H -0.747 4.677 1.125  0.236
H 0.884 5.624 -0.488  0.205
H 2.217 4.119 -1.927  0.204
H 1.933 1.656 -1.735  0.212
H 0.339 0.728 -0.127  0.252
H 1.293 1.346 2.186  0.223
H 2.404 -0.061 3.868  0.205
H 1.061 -1.308 5.528  0.204
H -1.413 -1.124 5.497  0.212
H -2.526 0.254 3.780  0.250
O 2.353 -5.547 0.512  -0.730
C 2.389 -4.466 -0.413  -0.049
C 1.125 -3.612 -0.289  -0.141
C 1.187 -2.593 -1.459  -0.052
O 0.751 -1.288 -1.163  -0.766
C -0.111 -4.507 -0.401  -0.579
Se -1.712 -3.404 -0.208  0.161
C 1.115 -2.911 1.073  -0.585
Se -0.690 -2.329 1.613  0.156
H 3.199 -6.000 0.483  0.467
H 2.458 -4.849 -1.441  0.158
H 3.262 -3.829 -0.229  0.163
H 0.627 -3.002 -2.308  0.170
H 2.230 -2.486 -1.775  0.167
H -0.222 -1.288 -1.122  0.510
H -0.099 -5.279 0.366  0.229
H -0.162 -4.982 -1.384  0.215
H 1.737 -2.017 1.047  0.229
H 1.479 -3.596 1.837  0.223
Cl -3.184 3.292 -1.002  0.065
C -2.193 2.703 -2.316  0.039
C -1.714 3.653 -3.201  -0.257
C -0.966 3.249 -4.292  -0.234
C -0.737 1.896 -4.489  -0.230
C -1.230 0.972 -3.587  -0.040
Cl -0.957 -0.711 -3.930  0.001
C -1.948 1.331 -2.432  -0.265
S -2.445 0.095 -1.291  -0.028
H -1.930 4.698 -3.023  0.222
H -0.573 3.979 -4.987  0.211
H -0.177 1.543 -5.345  0.221

The following is a quantum chemistry calculation of a cluster of 2 separate species, C3H12N2O2 in total, from the Open Molecules 2025 dataset.

Kohn-Sham gap, eV: 9.35
HOMO level, eV: -8.8
Molecular weight, g/mol: 108.14
Energy relative to the best compared isomer or geometry (same formula, charge and spin), eV: 1.560
Multiplicity: 1
DFT total energy, eV: -10379.9898

Last column: natural (NBO) charge in e.
Positions of all 19 atoms, in Å:
C 0.830 -0.992 0.097  -0.241
N -0.213 -0.254 -0.596  -0.644
C -0.094 -0.362 -2.061  0.085
O 0.810 0.602 -2.590  -0.740
C 1.126 -0.404 1.463  -0.223
N 0.026 -0.250 2.372  -0.845
H 1.811 -0.929 -0.402  0.167
H 0.688 -2.075 0.124  0.182
H -0.008 0.725 -0.435  0.356
H 0.375 -1.298 -2.362  0.169
H -1.121 -0.316 -2.425  0.159
H 0.372 1.367 -2.981  0.474
H 1.876 -1.021 1.956  0.191
H 1.663 0.539 1.328  0.184
H -0.411 -1.150 2.549  0.350
H -0.661 0.430 2.089  0.375
H -2.827 1.474 1.182  0.475
H -2.153 1.934 -0.135  0.472
O -2.090 1.981 0.827  -0.944

What LUMO energy values result from the calculations? In sequence: 0.67, 2.25, 0.54 eV.